13
Properties=species:S:1:pos:R:3:forces:R:3 method="wB97M-V/def2-TZVPD" total_charge=0 smiles="C=C[P@](C)(O)=S"
C 0.10058 2.37721 -0.07632 -0.91 -0.26 -1.18
C 0.44332 1.10852 -0.13809 -2.31 -1.53 0.67
P -0.89065 -0.24673 -0.13655 2.77 -0.25 -3.15
C -0.12334 -1.46910 0.93342 -1.40 0.00 -1.04
O -0.00206 -1.14912 -1.79255 1.49 1.88 5.75
S -2.76033 0.21708 -0.18739 0.79 -0.35 0.01
H 0.67715 3.25095 -0.26367 1.00 0.31 0.44
H -0.96183 2.57239 -0.16414 -0.22 0.05 0.32
H 1.33869 0.54262 -0.09206 1.27 0.44 -0.27
H -0.20970 -1.13191 1.91680 -0.11 0.35 1.78
H -0.52499 -2.45535 0.79027 -0.35 -0.31 0.00
H 0.87294 -1.46587 0.60924 1.53 -0.11 -0.32
H -0.72391 -1.17412 -2.32139 -3.55 -0.22 -3.00


12
Properties=species:S:1:pos:R:3:forces:R:3 method="wB97M-V/def2-TZVPD" total_charge=-1
O -4.09660 1.25642 1.04993 1.74 -1.84 0.41
C -2.99425 0.81011 1.37851 -1.09 1.59 1.61
H -2.14882 1.54382 1.30446 0.05 -1.10 -0.32
H -2.79927 -0.13783 2.06640 -0.57 1.32 -1.77
C 2.70169 -0.41345 -1.89831 1.26 2.20 2.13
C 1.71697 -1.19616 -1.03906 -3.54 0.78 -0.97
S 1.06236 -0.14173 0.36461 0.24 -0.73 -0.53
H 2.61093 0.78570 -1.78859 -0.28 -2.84 -0.72
H 3.62276 -0.61435 -1.25962 -0.40 0.54 -1.29
H 2.85370 -0.79256 -2.90008 0.03 0.12 -0.40
H 0.81739 -1.76312 -1.58649 1.60 1.65 0.60
H 2.27186 -2.00838 -0.71602 0.97 -1.68 1.24


12
Properties=species:S:1:pos:R:3:forces:R:3 method="wB97M-V/def2-TZVPD" total_charge=-1
O -0.27741 -2.44821 -2.53551 -0.95 0.77 1.49
C -0.38930 -1.73581 -1.52742 0.91 -0.34 -2.51
H 0.56772 -1.44494 -1.06273 -0.63 -0.08 0.85
H -1.32297 -1.15767 -1.27059 0.65 -0.79 0.15
C 0.32536 1.55265 2.56443 -1.12 -4.90 -0.56
C 0.07911 0.47046 1.45349 2.56 -2.03 0.69
S 0.11092 0.98778 -0.25000 -0.36 1.00 -0.41
H -0.64814 1.68768 2.82534 -2.79 1.17 1.57
H 0.67826 2.39837 2.18210 2.03 3.34 -1.44
H 0.84798 1.05757 3.36314 0.52 0.34 0.51
H -0.73811 -0.24700 1.71045 -0.06 0.94 -0.02
H 0.96881 -0.23671 1.59339 -0.75 0.58 -0.31


| no. | gap between HOMO and LUMO (eV) |
| --- | --- |
| 1 | 9.7 |
| 2 | 6.1 |
| 3 | 6.6 |